1.
A 9-piece molecular cluster, C55H111N6O13 overall at a distorted geometry. Source: the Open Molecules 2025 dataset; level of theory: the ωB97M-V functional and the def2-TZVPD basis.

Last column: Mulliken charge in e.
Geometry (Å):
1 C -7.06 3.33 7.80  -1.61
2 C -5.91 3.80 6.83  1.33
3 C -6.52 4.23 5.43  -1.25
4 C -7.18 5.53 5.34  -0.61
5 C -6.19 6.60 5.93  -1.30
6 C -5.58 6.33 7.35  1.17
7 N -5.11 4.92 7.44  0.79
8 O -4.14 4.58 8.36  -0.27
9 C -6.65 6.69 8.39  -1.51
10 C -4.29 7.24 7.61  -1.60
11 C -5.04 2.54 6.51  -1.75
12 H -6.76 3.26 8.85  0.43
13 H -7.28 2.28 7.59  0.45
14 H -8.00 3.88 7.83  0.32
15 H -7.11 3.38 5.09  0.46
16 H -5.73 4.31 4.68  0.45
17 H -8.21 5.42 5.68  0.34
18 H -7.33 5.80 4.29  0.42
19 H -6.66 7.58 5.87  0.49
20 H -5.42 6.87 5.20  0.46
21 H -7.55 6.07 8.36  0.32
22 H -7.08 7.68 8.26  0.40
23 H -6.20 6.62 9.38  0.40
24 H -3.55 7.15 6.81  0.44
25 H -3.86 7.03 8.59  0.42
26 H -4.50 8.31 7.68  0.40
27 H -4.42 2.62 5.62  0.41
28 H -5.66 1.65 6.40  0.42
29 H -4.33 2.36 7.32  0.47
30 C -5.56 -6.62 1.08  -1.60
31 C -5.89 -6.53 2.59  1.29
32 C -5.77 -7.94 3.23  -1.22
33 C -4.39 -8.31 3.52  -0.86
34 C -3.74 -7.32 4.43  -1.10
35 C -3.60 -5.90 3.83  1.21
36 N -4.94 -5.54 3.19  0.75
37 O -5.06 -4.26 2.70  -0.32
38 C -2.55 -5.95 2.71  -1.40
39 C -3.29 -4.92 4.99  -1.68
40 C -7.37 -6.15 2.92  -1.64
41 H -6.23 -7.31 0.58  0.44
42 H -4.61 -7.08 0.81  0.32
43 H -5.65 -5.66 0.57  0.44
44 H -6.25 -8.66 2.56  0.55
45 H -6.32 -8.11 4.15  0.38
46 H -3.85 -8.42 2.57  0.39
47 H -4.33 -9.35 3.83  0.39
48 H -2.71 -7.58 4.69  0.60
49 H -4.39 -7.21 5.30  0.36
50 H -2.90 -6.55 1.87  0.24
51 H -1.67 -6.48 3.07  0.38
52 H -2.15 -4.98 2.42  0.43
53 H -2.48 -5.34 5.59  0.39
54 H -4.11 -4.64 5.65  0.40
55 H -2.94 -3.93 4.69  0.42
56 H -7.67 -5.28 2.33  0.41
57 H -7.48 -6.07 4.00  0.46
58 H -8.09 -6.95 2.73  0.37
59 C -2.00 -4.75 -5.22  -1.74
60 C -2.62 -3.95 -6.38  1.26
61 C -4.07 -3.67 -5.89  -1.19
62 C -4.69 -2.48 -6.63  -0.82
63 C -3.75 -1.25 -6.69  -1.19
64 C -2.28 -1.36 -7.13  1.59
65 N -1.78 -2.66 -6.50  0.66
66 O -0.36 -2.83 -6.34  -0.30
67 C -1.42 -0.14 -6.59  -1.66
68 C -2.24 -1.43 -8.64  -1.66
69 C -2.58 -4.70 -7.64  -1.59
70 H -1.05 -5.22 -5.48  0.39
71 H -2.60 -5.62 -4.95  0.43
72 H -1.91 -4.24 -4.26  0.47
73 H -4.05 -3.30 -4.87  0.43
74 H -4.62 -4.61 -5.95  0.55
75 H -5.71 -2.31 -6.30  0.46
76 H -4.84 -2.97 -7.60  0.35
77 H -3.87 -0.85 -5.68  0.42
78 H -4.31 -0.54 -7.29  0.44
79 H -1.69 0.14 -5.58  0.40
80 H -1.70 0.79 -7.09  0.45
81 H -0.33 -0.14 -6.71  0.39
82 H -3.04 -2.07 -9.01  0.32
83 H -1.29 -1.87 -8.94  0.42
84 H -2.16 -0.49 -9.19  0.40
85 H -3.23 -5.57 -7.60  0.39
86 H -1.59 -5.00 -7.96  0.38
87 H -2.98 -4.13 -8.48  0.34
88 C 7.48 -2.37 -7.79  -1.41
89 C 7.27 -0.85 -8.06  1.11
90 C 5.98 -0.42 -7.20  -1.16
91 C 6.14 -0.37 -5.65  -0.61
92 C 7.40 0.46 -5.29  -1.19
93 C 8.77 0.08 -5.96  1.48
94 N 8.46 -0.10 -7.49  0.56
95 O 9.66 -0.27 -8.19  -0.29
96 C 9.33 -1.19 -5.27  -1.57
97 C 9.73 1.28 -5.81  -1.78
98 C 7.23 -0.62 -9.60  -1.61
99 H 7.34 -2.57 -6.73  0.29
100 H 8.51 -2.62 -8.04  0.40
101 H 6.67 -2.98 -8.20  0.40
102 H 5.07 -0.87 -7.60  0.44
103 H 5.96 0.63 -7.48  0.42
104 H 6.24 -1.39 -5.26  0.32
105 H 5.21 0.00 -5.24  0.44
106 H 7.47 0.37 -4.20  0.36
107 H 7.31 1.54 -5.40  0.47
108 H 10.05 -1.71 -5.90  0.41
109 H 8.57 -1.94 -5.04  0.32
110 H 9.87 -1.01 -4.34  0.41
111 H 9.96 1.54 -4.77  0.42
112 H 9.39 2.22 -6.23  0.43
113 H 10.70 1.05 -6.24  0.44
114 H 7.04 0.40 -9.95  0.38
115 H 6.37 -1.18 -9.96  0.43
116 H 8.08 -1.11 -10.07  0.42
117 C -1.48 6.62 -0.57  -1.36
118 C 0.01 7.05 -0.65  -0.29
119 C 1.03 5.93 -0.69  -0.81
120 N 2.51 6.34 -0.78  0.18
121 C 2.71 7.33 -2.06  -0.91
122 C 3.45 5.14 -1.03  -0.81
123 C 4.79 5.59 -0.39  -0.66
124 C 4.44 6.52 0.84  -0.60
125 C 3.01 6.94 0.59  -0.55
126 H -1.67 6.25 0.44  0.34
127 H -1.82 5.86 -1.27  0.37
128 H -2.13 7.48 -0.71  0.37
129 H 0.20 7.69 0.21  0.31
130 H 0.13 7.65 -1.54  0.32
131 H 0.79 5.43 -1.63  0.42
132 H 0.90 5.25 0.15  0.52
133 H 3.69 7.44 -2.53  0.34
134 H 2.33 8.28 -1.69  0.35
135 H 2.15 6.89 -2.89  0.37
136 H 3.48 4.90 -2.09  0.43
137 H 2.92 4.27 -0.62  0.47
138 H 5.38 6.07 -1.17  0.37
139 H 5.44 4.76 -0.12  0.43
140 H 5.22 7.28 0.74  0.25
141 H 4.56 6.03 1.80  0.39
142 H 2.92 8.03 0.63  0.35
143 H 2.37 6.44 1.31  0.41
144 C 4.87 -4.79 1.01  -1.26
145 C 5.13 -4.18 2.41  -0.32
146 C 5.39 -2.70 2.31  -0.89
147 N 5.30 -1.89 3.62  0.17
148 C 3.80 -1.99 4.11  -1.04
149 C 6.33 -2.19 4.74  -0.57
150 C 6.70 -0.89 5.44  -0.58
151 C 5.91 0.21 4.68  -0.73
152 C 5.58 -0.36 3.33  -0.62
153 H 4.30 -4.16 0.33  0.35
154 H 4.50 -5.82 1.03  0.35
155 H 5.87 -4.84 0.58  0.34
156 H 6.01 -4.66 2.82  0.34
157 H 4.37 -4.49 3.12  0.35
158 H 4.73 -2.21 1.59  0.51
159 H 6.39 -2.42 2.00  0.42
160 H 3.66 -1.40 5.02  0.43
161 H 3.41 -2.99 4.33  0.28
162 H 3.24 -1.48 3.33  0.45
163 H 5.87 -2.93 5.39  0.37
164 H 7.25 -2.62 4.34  0.35
165 H 6.44 -0.97 6.49  0.30
166 H 7.76 -0.69 5.31  0.33
167 H 5.01 0.52 5.21  0.33
168 H 6.39 1.17 4.48  0.44
169 H 4.65 0.03 2.91  0.45
170 H 6.46 -0.33 2.69  0.44
171 O -1.42 -0.34 1.04  -0.40
172 C -0.98 -0.62 -0.16  0.66
173 O -1.77 -1.08 -1.01  -0.70
174 O 0.25 -0.48 -0.39  -0.76
175 H -2.29 -0.35 0.65  0.32
176 O -6.48 0.46 -0.49  -0.43
177 C -7.74 0.41 -0.80  0.77
178 O -8.39 1.45 -0.92  -0.59
179 O -8.27 -0.74 -0.84  -0.63
180 H -6.32 -0.49 -0.44  0.30
181 O 0.73 2.97 5.53  -0.44
182 C 0.34 4.23 5.54  0.68
183 O -0.58 4.58 4.84  -0.67
184 O 0.90 5.07 6.24  -0.68
185 H 0.21 2.74 4.76  0.31

Output
Calculated total energy (eV): -94346.797
Strongest force on any atom (eV/Å): 9.1
E_HOMO (eV): -10.06
Molecular weight (g mol⁻¹): 1064.52
Charge: +3

=====

2.
One molecule with the formula C16H19F3N2O3. Source: the Open Molecules 2025 dataset; level of theory: the ωB97M-V functional and the def2-TZVPD basis.

Last column: natural (NBO) charge in e.
Geometry (Å):
1 C -1.59 2.40 -2.02  -0.64
2 C -2.93 1.71 -1.86  -0.08
3 O -2.93 0.84 -0.72  -0.50
4 C -2.48 -0.40 -0.90  0.81
5 O -2.10 -0.84 -1.95  -0.63
6 C -2.53 -1.18 0.40  -0.50
7 C -1.48 -2.30 0.42  -0.14
8 C -1.88 -3.34 1.46  0.67
9 O -3.04 -3.61 1.68  -0.62
10 N -0.87 -3.99 2.08  -0.61
11 C 0.51 -3.60 1.98  -0.23
12 C 0.54 -2.08 1.76  -0.22
13 N -0.16 -1.72 0.55  -0.46
14 C 0.67 -1.75 -0.65  -0.27
15 C 1.61 -0.58 -0.68  0.07
16 C 2.89 -0.70 -1.21  -0.22
17 C 3.74 0.40 -1.26  -0.21
18 C 3.32 1.62 -0.78  -0.18
19 C 2.05 1.74 -0.23  -0.14
20 C 1.61 3.08 0.28  0.97
21 F 1.41 3.96 -0.72  -0.33
22 F 0.46 3.04 0.97  -0.32
23 F 2.52 3.64 1.09  -0.33
24 C 1.19 0.65 -0.18  -0.22
25 H -1.64 3.11 -2.85  0.22
26 H -1.33 2.94 -1.11  0.22
27 H -0.81 1.67 -2.23  0.22
28 H -3.73 2.44 -1.66  0.19
29 H -3.18 1.13 -2.75  0.20
30 H -3.52 -1.63 0.49  0.27
31 H -2.39 -0.49 1.23  0.23
32 H -1.56 -2.83 -0.54  0.24
33 H -1.15 -4.70 2.74  0.41
34 H 0.99 -4.11 1.14  0.18
35 H 1.04 -3.87 2.90  0.21
36 H 0.04 -1.60 2.60  0.20
37 H 1.57 -1.72 1.70  0.22
38 H 0.00 -1.66 -1.51  0.25
39 H 1.23 -2.69 -0.75  0.17
40 H 3.22 -1.65 -1.60  0.21
41 H 4.72 0.29 -1.69  0.22
42 H 3.97 2.48 -0.81  0.23
43 H 0.21 0.74 0.24  0.24

Output
Calculated total energy (eV): -34177.101
Strongest force on any atom (eV/Å): 0.7
E_HOMO (eV): -8.76
Structure (SMILES): CCOC(=O)C[C@@H]1C(=O)NCCN1Cc1cccc(C(F)(F)F)c1
Molecular weight (g mol⁻¹): 344.33
Energy relative to the best compared isomer or geometry (same formula, charge and spin) (kcal/mol): 0.0